Entry 1:
11 unconnected molecules or ions with the total composition C50H58F24O16 at a distorted geometry, computed with the ωB97M-V functional and the def2-TZVPD basis.

XYZ file:
```
148
Properties=species:S:1:pos:R:3
C -2.15 -7.83 -5.27
C -2.32 -6.45 -4.60
O -1.99 -5.27 -5.41
C -2.66 -5.03 -6.55
O -3.57 -5.71 -6.99
C -2.20 -3.73 -7.27
F -1.19 -3.12 -6.61
F -1.72 -4.08 -8.46
F -3.19 -2.83 -7.44
H -3.01 -8.03 -5.91
H -2.12 -8.55 -4.46
H -1.21 -7.85 -5.82
H -1.88 -6.48 -3.60
H -3.38 -6.34 -4.38
C -3.43 -1.48 5.24
C -3.27 -2.51 6.42
O -4.21 -2.26 7.53
C -4.13 -1.17 8.34
O -3.25 -0.27 8.19
C -5.16 -1.06 9.46
F -6.15 -1.92 9.31
F -4.59 -1.29 10.63
F -5.58 0.22 9.59
H -4.47 -1.46 4.92
H -2.92 -1.79 4.32
H -3.08 -0.48 5.51
H -2.22 -2.50 6.70
H -3.49 -3.51 6.04
C 1.08 2.84 -4.98
C 0.38 2.83 -6.37
O -1.04 2.84 -6.25
C -1.65 3.96 -5.82
O -1.02 5.01 -5.53
C -3.22 3.81 -5.59
F -3.84 4.78 -6.29
F -3.74 2.62 -6.14
F -3.57 3.91 -4.30
H 0.74 2.02 -4.35
H 0.97 3.75 -4.39
H 2.15 2.66 -5.12
H 0.51 1.92 -6.97
H 0.76 3.62 -7.02
C -0.98 12.07 -3.13
C -1.68 10.76 -2.74
O -0.83 10.32 -1.79
C -0.84 9.00 -1.46
O -1.78 8.16 -1.77
C 0.29 8.65 -0.45
F 1.21 7.94 -1.14
F 0.87 9.80 -0.03
F -0.14 7.90 0.64
H -1.06 12.85 -2.37
H -1.38 12.51 -4.04
H 0.04 11.81 -3.41
H -1.87 10.07 -3.57
H -2.60 11.13 -2.29
C 3.50 7.86 6.04
C 3.78 7.39 7.48
O 3.66 5.94 7.69
C 2.39 5.39 7.69
O 1.38 6.11 7.81
C 2.28 3.86 7.52
F 1.84 3.54 6.29
F 3.49 3.37 7.74
F 1.42 3.29 8.33
H 3.60 8.94 5.90
H 2.42 7.73 5.96
H 4.09 7.28 5.33
H 3.26 8.00 8.22
H 4.85 7.43 7.66
C 10.04 6.59 -0.13
C 9.12 5.76 -0.96
O 8.46 4.83 -0.12
C 7.19 5.12 0.44
O 6.53 6.09 0.19
C 6.81 4.02 1.48
F 6.80 4.55 2.71
F 5.57 3.59 1.26
F 7.58 2.97 1.48
H 9.75 7.61 0.11
H 11.02 6.75 -0.59
H 10.29 6.08 0.80
H 9.66 5.20 -1.72
H 8.44 6.46 -1.46
C 2.90 -5.91 -7.13
C 4.02 -4.86 -6.76
O 3.86 -4.46 -5.39
C 4.77 -3.68 -4.83
O 5.83 -3.54 -5.35
C 4.47 -3.13 -3.41
F 5.40 -3.36 -2.47
F 4.31 -1.74 -3.49
F 3.29 -3.74 -3.02
H 2.64 -5.65 -8.15
H 1.95 -5.88 -6.60
H 3.32 -6.92 -7.16
H 3.88 -3.94 -7.32
H 5.04 -5.23 -6.88
C 5.79 -7.86 4.16
C 4.75 -6.76 3.89
O 4.86 -5.57 4.71
C 4.06 -4.42 4.47
O 3.35 -4.17 3.46
C 4.31 -3.28 5.54
F 5.05 -2.25 4.99
F 3.09 -2.93 5.95
F 5.04 -3.73 6.56
H 6.84 -7.55 4.19
H 5.82 -8.53 3.30
H 5.45 -8.41 5.04
H 3.74 -7.16 3.78
H 4.99 -6.43 2.88
C -8.41 -2.63 -1.90
C -9.48 -2.67 -1.07
C -10.69 -2.07 -1.39
C -10.79 -1.28 -2.51
C -9.68 -1.27 -3.34
C -8.50 -1.96 -3.10
H -7.52 -3.11 -1.53
H -9.51 -3.17 -0.11
H -11.50 -2.18 -0.69
H -11.70 -0.72 -2.68
H -9.78 -0.65 -4.22
H -7.69 -1.92 -3.82
C -0.77 -0.18 -0.10
C -1.79 -0.42 -1.00
C -2.88 0.47 -1.08
C -2.86 1.64 -0.25
C -1.88 1.84 0.66
C -0.83 0.93 0.77
H -0.04 -0.94 0.14
H -1.77 -1.34 -1.56
H -3.73 0.20 -1.69
H -3.75 2.26 -0.28
H -1.72 2.67 1.34
H -0.07 1.11 1.52
C -1.69 -7.04 1.76
C -2.93 -6.43 1.57
C -4.07 -7.11 2.08
C -3.95 -8.23 2.88
C -2.70 -8.83 3.03
C -1.56 -8.17 2.52
H -0.86 -6.69 1.16
H -3.22 -5.60 0.94
H -5.05 -6.67 1.96
H -4.82 -8.81 3.12
H -2.56 -9.83 3.42
H -0.58 -8.63 2.55
```

Values from the calculation:
Structure (SMILES): CCOC(=O)C(F)(F)F.CCOC(=O)C(F)(F)F.CCOC(=O)C(F)(F)F.CCOC(=O)C(F)(F)F.CCOC(=O)C(F)(F)F.CCOC(=O)C(F)(F)F.CCOC(=O)C(F)(F)F.CCOC(=O)C(F)(F)F.c1ccccc1.c1ccccc1.c1ccccc1
Lowest unoccupied orbital energy (hartree): 0.0004

---

Entry 2:
A molecular structure, C50H60N4OSZn, computed with the ωB97M-V functional and the def2-TZVPD basis.

XYZ file:
```
117
Properties=species:S:1:pos:R:3
Zn -0.08 -0.05 -0.48
C 1.36 -5.32 -2.89
C 0.56 -5.52 -1.60
C 0.57 -4.27 -0.77
C 1.38 -3.97 0.29
C 2.42 -4.84 0.93
C 1.90 -5.58 2.17
C 1.07 -2.61 0.67
N 0.12 -2.11 -0.19
C -0.21 -3.08 -1.06
C -1.19 -2.95 -2.06
C -1.91 -1.78 -2.31
C -3.02 -1.66 -3.28
C -3.44 -2.77 -4.20
C -2.43 -2.97 -5.34
C -3.51 -0.42 -3.20
C -2.79 0.31 -2.08
C -2.22 1.66 -2.46
C -1.45 2.35 -1.57
N -1.05 1.81 -0.37
C -0.62 2.81 0.42
C -0.11 2.63 1.69
C 0.35 1.38 2.22
N 0.40 0.23 1.52
C 1.16 -0.66 2.23
C 1.53 -1.94 1.78
C 1.55 -0.07 3.47
C 1.02 1.21 3.48
C 1.06 2.22 4.58
C -0.26 2.28 5.35
C 2.29 -0.78 4.57
C 1.34 -1.67 5.37
C -0.72 4.08 -0.31
C -1.14 3.78 -1.57
C -1.29 4.69 -2.75
C -2.66 5.38 -2.83
C -0.39 5.43 0.24
C -1.53 5.99 1.09
N -1.71 -0.61 -1.72
C -4.60 0.16 -4.06
C -6.02 -0.31 -3.70
H 1.32 -6.20 -3.55
H 2.40 -5.10 -2.66
H 0.95 -4.46 -3.43
H 0.97 -6.36 -1.03
H -0.47 -5.79 -1.85
H 3.28 -4.23 1.21
H 2.77 -5.58 0.20
H 1.53 -4.87 2.91
H 2.69 -6.18 2.62
H 1.07 -6.24 1.89
H -1.44 -3.84 -2.63
H -4.43 -2.57 -4.62
H -3.51 -3.69 -3.62
H -2.43 -2.10 -6.00
H -2.67 -3.86 -5.93
H -1.43 -3.08 -4.93
H -2.44 2.07 -3.43
H 0.08 3.51 2.29
H 2.27 -2.46 2.38
H 1.28 3.21 4.18
H 1.87 1.97 5.28
H -1.07 2.59 4.68
H -0.21 2.99 6.19
H -0.52 1.30 5.75
H 2.76 -0.06 5.24
H 3.08 -1.39 4.13
H 0.54 -1.07 5.81
H 1.86 -2.20 6.18
H 0.87 -2.40 4.71
H -1.14 4.09 -3.65
H -0.50 5.45 -2.73
H -3.45 4.64 -2.79
H -2.75 5.94 -3.77
H -2.79 6.07 -2.00
H -0.18 6.13 -0.58
H 0.51 5.37 0.85
H -2.45 6.06 0.50
H -1.30 6.98 1.48
H -1.72 5.32 1.94
H -4.40 -0.13 -5.10
H -4.56 1.25 -4.02
H -6.05 -1.40 -3.61
H -6.73 -0.01 -4.47
H -6.34 0.11 -2.75
C -4.86 2.63 -1.13
C -4.91 1.22 -0.54
C -5.08 1.36 0.98
C -3.68 0.32 -0.77
H -5.73 3.21 -0.80
H -4.85 2.61 -2.22
H -3.96 3.14 -0.80
H -5.80 0.72 -0.93
H -4.21 1.88 1.39
H -5.15 0.37 1.46
H -5.98 1.92 1.24
H -4.00 -0.71 -0.64
H -2.95 0.55 0.01
C 7.55 -1.12 3.31
C 8.77 -0.93 2.46
O 9.81 -1.52 2.63
S 8.70 0.35 1.20
C 6.99 0.40 0.66
C 6.03 1.16 1.32
C 4.73 1.18 0.85
C 4.36 0.47 -0.31
C 5.35 -0.27 -0.97
C 6.65 -0.31 -0.48
C 3.01 0.47 -0.75
C 1.83 0.39 -1.06
H 7.63 -2.04 3.88
H 6.65 -1.13 2.71
H 7.48 -0.28 4.01
H 6.29 1.72 2.21
H 3.97 1.74 1.37
H 5.09 -0.82 -1.86
H 7.41 -0.90 -0.99
```

Values from the calculation:
Energy relative to the best compared isomer or geometry (same formula, charge and spin) (kJ/mol): 23.35
Charge: -2
Lowest unoccupied orbital energy (hartree): 0.1443

---

Entry 3:
A molecular structure, C50H61BN4NiOPSSe2, computed with the ωB97M-V functional and the def2-TZVPD basis.

XYZ file:
```
122
Properties=species:S:1:pos:R:3
Ni 0.35 -0.35 0.09
Se 2.54 0.54 0.05
P 2.78 -1.60 0.25
Se 0.95 -2.74 0.29
C 3.79 -2.01 1.71
C 4.58 -1.04 2.33
C 5.36 -1.38 3.43
C 5.36 -2.67 3.91
C 4.57 -3.64 3.30
C 3.79 -3.31 2.21
C 3.83 -2.19 -1.13
C 5.12 -1.65 -1.26
C 5.93 -2.04 -2.31
C 5.47 -2.95 -3.25
C 4.19 -3.48 -3.13
C 3.37 -3.10 -2.07
H 4.54 -0.02 1.96
H 5.96 -0.61 3.91
H 5.96 -2.93 4.77
H 4.56 -4.65 3.69
H 3.15 -4.06 1.74
H 5.47 -0.92 -0.54
H 6.93 -1.62 -2.41
H 6.10 -3.25 -4.08
H 3.82 -4.19 -3.86
H 2.38 -3.50 -1.96
C -0.47 5.54 -2.24
C -0.99 5.54 -0.80
N -2.24 4.82 -0.60
C -3.37 5.47 -1.26
C -4.63 5.61 -0.41
C -2.23 3.38 -0.54
S -0.58 2.63 -0.58
N -3.29 2.80 0.31
C -2.89 0.44 -0.12
O -1.55 0.04 -0.05
C -3.90 -0.67 0.10
C -5.23 -0.45 -0.26
C -6.20 -1.39 0.02
C -5.87 -2.57 0.67
C -4.55 -2.80 1.02
C -3.57 -1.86 0.73
H 0.45 6.13 -2.32
H -1.21 5.97 -2.93
H -0.24 4.53 -2.57
H -1.16 6.57 -0.47
H -0.23 5.12 -0.14
H -3.62 4.97 -2.20
H -3.04 6.47 -1.55
H -4.93 4.66 0.02
H -5.44 6.01 -1.02
H -4.45 6.31 0.41
H -5.49 0.47 -0.77
H -7.23 -1.20 -0.27
H -6.63 -3.31 0.90
H -4.27 -3.73 1.51
H -2.53 -2.07 0.97
C -0.83 -1.75 -2.85
C -2.17 -1.70 -2.10
C -2.72 -3.11 -1.89
C -3.11 -0.77 -2.87
C -3.65 -1.29 -4.04
C -4.23 -0.51 -5.02
C -4.11 0.86 -4.87
C -3.58 1.45 -3.72
C -3.25 2.94 -3.83
C -2.15 3.14 -4.89
C -4.47 3.79 -4.19
C -3.26 0.62 -2.62
N -3.13 1.16 -1.35
B -0.82 1.13 0.62
N -1.75 1.49 1.76
C -3.01 1.54 1.05
C -3.37 2.55 -1.09
C -1.56 1.88 3.12
C -1.92 3.17 3.59
C -1.73 3.51 4.93
C -1.14 2.66 5.83
C -0.77 1.41 5.37
C -0.98 0.99 4.06
C -0.52 -0.45 3.85
C 0.95 -0.51 3.47
C -1.40 -1.30 2.95
C -2.53 4.27 2.75
C -4.00 4.44 3.11
C -1.78 5.60 2.87
H -0.20 -2.56 -2.47
H -0.27 -0.82 -2.72
H -0.99 -1.90 -3.92
H -1.94 -1.29 -1.13
H -2.68 -3.71 -2.80
H -3.75 -3.09 -1.53
H -2.10 -3.62 -1.14
H -3.57 -2.36 -4.20
H -4.66 -0.94 -5.91
H -4.40 1.51 -5.69
H -2.81 3.29 -2.90
H -2.50 2.90 -5.89
H -1.29 2.51 -4.67
H -1.82 4.19 -4.88
H -4.90 3.47 -5.14
H -4.19 4.84 -4.29
H -5.25 3.71 -3.43
H -3.86 1.34 1.70
H -4.23 2.96 -1.61
H -2.05 4.50 5.25
H -0.98 2.95 6.86
H -0.31 0.71 6.06
H -0.60 -0.90 4.85
H 1.11 -0.12 2.46
H 1.32 -1.54 3.48
H 1.56 0.09 4.15
H -1.23 -1.07 1.90
H -2.46 -1.15 3.17
H -1.16 -2.36 3.09
H -2.48 4.00 1.71
H -4.11 4.76 4.15
H -4.55 3.50 2.99
H -4.48 5.19 2.48
H -1.92 6.08 3.84
H -2.14 6.29 2.10
H -0.71 5.45 2.71
```

Values from the calculation:
Energy relative to the best compared isomer or geometry (same formula, charge and spin) (kJ/mol): 326.60
Charge: -1
Lowest unoccupied orbital energy (alpha / beta) (hartree): 0.0872 / 0.0872